{
  "formula": "C12H29F3MnN2O6S",
  "method": "ωB97M-V/def2-TZVPD",
  "homo_ha": [-0.2873, -0.3042],
  "de_lowest_kj_mol": 23.2,
  "homo_lumo_gap_ev": [8.261, 8.716],
  "total_charge": 0,
  "s_squared": 8.753,
  "multiplicity": 6,
  "elements": ["H", "H", "C", "H", "H", "C", "H", "O", "N", "F", "C", "O", "H", "O", "N", "C", "S", "H", "F", "H", "H", "H", "H", "C", "O", "O", "C", "H", "H", "H", "H", "H", "H", "H", "C", "H", "H", "H", "H", "H", "C", "C", "H", "H", "O", "C", "C", "C", "F", "H", "H", "Mn", "H", "H"],
  "positions_angstrom": [[2.029, -1.010, -3.425], [-5.173, 0.420, -0.340], [4.669, 0.293, 1.157], [-0.766, 2.230, 4.071], [0.316, -3.311, 0.698], [-3.501, -0.247, -2.419], [-1.694, -1.031, 2.739], [0.940, 1.472, -1.449], [-0.447, 1.226, 1.533], [5.739, -0.333, 0.664], [1.268, -0.533, -2.800], [3.111, -1.295, 2.557], [0.144, -0.433, -4.677], [2.099, 0.005, 0.743], [1.100, -1.353, -1.574], [1.803, 0.843, -2.400], [3.198, -0.876, 1.183], [1.950, 1.467, -3.285], [4.427, 1.368, 0.408], [-3.982, 0.476, 0.954], [0.895, 3.146, -0.281], [-1.455, 1.194, 1.342], [2.033, -1.616, -1.237], [-0.229, 0.539, 2.831], [-0.074, -1.515, 1.538], [-1.880, -0.095, -0.633], [-1.015, 1.173, 3.974], [2.376, 2.962, -1.234], [-1.406, -3.021, 1.108], [-2.090, 1.022, 3.879], [-0.240, -3.434, 2.378], [2.788, 0.720, -1.931], [0.865, 3.478, -2.005], [-4.533, 0.039, -2.666], [-3.118, 0.321, -1.058], [-0.747, -1.210, -3.377], [-3.444, -1.333, -2.502], [0.700, -2.251, -1.839], [-0.222, -1.447, 3.605], [-0.261, 2.214, 1.686], [-0.597, -0.938, 2.712], [1.292, 2.821, -1.240], [-3.154, 1.423, -1.203], [-0.557, 0.500, -3.364], [3.480, -1.923, 0.204], [-0.024, -0.424, -3.601], [-4.202, 0.029, -0.021], [-0.369, -2.900, 1.436], [4.944, 0.695, 2.394], [-4.328, -1.040, 0.183], [-0.682, 0.716, 4.912], [0.099, -0.061, -0.148], [-2.920, 0.228, -3.214], [0.842, 0.609, 3.033]],
  "forces_ev_per_a": [[0.1, 0.2, 0.0], [0.0, 0.0, 0.0], [-0.2, -0.8, 0.1], [-0.2, 0.1, -0.1], [0.0, -0.1, 0.0], [-0.7, 0.4, -0.6], [0.0, -0.1, -0.3], [0.2, 0.0, -0.9], [-1.0, 0.3, 0.9], [0.1, 0.1, 0.0], [0.0, 0.0, -0.2], [0.0, 0.1, -0.2], [0.2, 0.0, 0.0], [0.8, 0.2, 0.3], [0.4, -0.6, -0.7], [0.6, -0.5, 0.1], [-0.4, -0.5, -0.3], [-0.3, 0.1, 0.0], [0.0, 0.2, -0.2], [0.2, 0.2, -0.1], [0.0, -0.2, 0.0], [0.1, -0.1, -0.2], [-0.1, 0.3, 0.3], [0.2, 0.0, -0.2], [0.1, -0.3, 0.6], [0.8, -0.2, 0.2], [0.7, -0.3, 0.3], [0.0, -0.2, 0.1], [0.0, -0.1, -0.1], [0.0, 0.1, -0.1], [0.2, 0.2, 0.1], [0.0, 0.0, 0.1], [0.0, -0.2, -0.1], [0.0, -0.1, 0.2], [0.0, 0.1, 0.1], [0.2, -0.1, 0.1], [0.2, 0.0, 0.2], [-0.3, 0.2, 0.0], [0.1, -0.1, -0.1], [0.3, -0.1, -0.2], [-0.4, 0.4, 0.5], [0.0, 0.6, 0.2], [0.1, 0.0, 0.1], [0.1, 0.0, 0.1], [0.0, 0.7, 0.4], [-0.6, 0.3, 0.0], [-0.3, -0.2, 0.4], [-0.3, 0.0, -0.4], [0.1, 0.2, 0.0], [0.1, 0.0, -0.3], [-0.2, 0.0, 0.0], [-1.2, -0.2, 0.0], [0.3, -0.3, 0.1], [0.0, 0.0, 0.0]]
}

=====

{
  "formula": "C34H41CrN6O5PS2Se",
  "method": "ωB97M-V/def2-TZVPD",
  "homo_ha": [-0.1640, -0.1660],
  "de_lowest_kj_mol": 10.6,
  "homo_lumo_gap_ev": [6.756, 6.812],
  "total_charge": -1,
  "s_squared": 0.763,
  "multiplicity": 2,
  "elements": ["O", "H", "H", "H", "H", "C", "C", "H", "C", "C", "S", "H", "H", "H", "H", "C", "Se", "C", "H", "C", "C", "C", "N", "H", "C", "H", "N", "H", "H", "H", "N", "O", "H", "C", "H", "C", "H", "C", "H", "C", "H", "O", "C", "C", "H", "H", "C", "H", "H", "C", "H", "H", "H", "C", "H", "C", "C", "N", "H", "H", "Cr", "C", "C", "C", "H", "H", "O", "H", "C", "C", "H", "S", "P", "H", "N", "C", "H", "H", "H", "C", "H", "C", "C", "H", "O", "N", "H", "C", "C", "C", "C"],
  "positions_angstrom": [[0.060, 0.737, 1.543], [-1.193, -3.067, -1.709], [3.278, 0.545, 3.976], [0.260, -2.205, 4.971], [0.216, -5.058, -1.480], [-0.475, -0.266, 5.521], [1.096, 3.738, -1.034], [-0.744, -7.173, -0.590], [5.477, 1.624, 2.712], [0.096, 5.374, 0.443], [-1.481, -0.417, -0.814], [0.071, 7.395, -0.287], [2.278, -3.030, 1.575], [-0.612, -2.512, -3.831], [0.229, 3.253, 0.838], [-1.366, -6.294, -0.703], [1.579, -1.580, -1.958], [0.007, -1.208, 4.627], [5.373, -0.820, -1.361], [2.028, -2.415, 2.436], [-3.811, -2.787, -1.089], [0.667, -0.819, -3.453], [4.230, 1.125, 2.168], [5.348, 2.665, 3.025], [-2.704, -6.335, -0.329], [1.735, 1.050, -3.412], [0.014, -2.036, 1.171], [-0.396, 5.611, 1.377], [3.020, 2.225, 3.464], [6.529, -1.567, 2.443], [-1.380, -2.035, 1.332], [2.715, -0.221, 0.553], [-0.600, -0.512, 6.567], [-2.972, -4.028, -0.983], [2.202, 0.923, 2.607], [0.972, 6.056, -1.690], [2.813, -1.688, 2.630], [-3.498, -5.207, -0.463], [1.952, -3.063, 3.317], [-2.069, -1.449, 0.429], [-3.127, -7.247, 0.075], [0.596, 1.471, -0.920], [-0.805, 1.002, 5.045], [5.335, 0.258, -1.515], [1.160, 6.830, -2.427], [3.436, -2.425, 0.133], [0.306, 0.958, -5.014], [-1.702, -1.461, -5.778], [5.082, -2.847, -0.353], [0.684, -1.799, 2.253], [-4.855, -3.023, -1.295], [4.475, -3.347, 1.235], [5.792, 1.044, 3.589], [0.981, 0.456, -3.914], [6.184, 2.722, -0.304], [-0.831, -5.118, -1.207], [1.348, 4.745, -1.962], [4.933, -1.297, 1.071], [6.306, 0.584, -1.899], [4.553, 2.893, 0.387], [0.665, -0.268, -0.050], [-0.930, -0.924, -5.236], [5.138, 2.404, -0.386], [-0.319, -1.517, -4.142], [6.272, 1.595, 1.972], [-0.895, 2.322, 3.346], [1.943, 4.412, -3.147], [1.961, 5.193, -3.709], [-0.652, 1.331, 3.712], [3.122, 1.196, 3.108], [-4.536, -5.234, -0.151], [-3.823, -1.818, 0.458], [4.127, 0.151, 0.836], [0.541, 1.955, -5.375], [5.059, 0.952, -0.259], [4.453, -2.543, 0.493], [4.727, 2.718, -1.342], [-1.185, 1.749, 5.732], [6.876, -2.020, 0.768], [-1.631, -3.993, -1.351], [4.552, 0.473, -2.244], [0.454, 4.064, 0.155], [1.518, 2.301, -1.239], [6.797, -0.323, 1.207], [2.621, 2.045, -1.702], [-0.637, 0.295, -5.685], [-3.441, -2.138, -1.882], [0.138, -0.905, 3.279], [6.349, -1.297, 1.397], [-0.169, 0.390, 2.784], [0.356, 6.369, -0.487]],
  "forces_ev_per_a": [[0.0, 0.0, 0.0], [0.0, 0.0, 0.0], [0.0, 0.0, 0.0], [0.0, 0.0, 0.0], [0.0, 0.0, 0.0], [0.0, 0.0, 0.0], [0.0, 0.0, 0.2], [0.0, 0.0, 0.0], [0.0, 0.0, 0.0], [0.0, 0.0, 0.0], [0.0, 0.0, 0.0], [0.0, 0.0, 0.0], [-0.1, 0.0, 0.2], [0.0, 0.0, 0.0], [0.0, 0.0, 0.0], [0.0, 0.0, 0.0], [0.0, -0.1, 0.0], [0.0, 0.0, 0.0], [0.0, 0.0, 0.0], [-0.1, -0.1, 0.0], [0.0, 0.0, -0.1], [0.0, 0.0, -0.1], [0.0, 0.0, 0.0], [0.0, 0.0, 0.0], [0.0, 0.0, 0.0], [0.0, -0.1, -0.1], [-0.3, -0.3, 0.0], [0.0, 0.0, 0.0], [0.0, 0.0, 0.0], [0.0, 0.0, 0.0], [0.1, 0.1, -0.1], [-0.2, 0.4, 0.2], [0.0, 0.0, 0.0], [0.0, 0.0, 0.0], [-0.1, 0.0, 0.0], [0.0, 0.0, 0.0], [0.0, 0.0, 0.0], [0.0, 0.0, 0.0], [0.0, 0.0, 0.0], [-0.1, 0.0, 0.1], [0.0, 0.0, 0.0], [0.3, -0.1, 0.2], [0.0, 0.0, 0.0], [0.0, 0.0, 0.0], [0.0, 0.0, 0.0], [0.1, 0.0, -0.1], [0.0, 0.0, 0.0], [0.0, 0.0, 0.0], [0.0, 0.0, 0.0], [0.1, 0.2, -0.1], [0.0, 0.0, 0.0], [0.0, 0.0, 0.0], [0.0, 0.0, 0.0], [0.0, 0.0, 0.0], [0.0, 0.0, 0.0], [0.0, 0.0, 0.0], [0.1, 0.0, -0.1], [0.0, 0.1, -0.2], [0.0, 0.0, 0.0], [0.0, 0.0, 0.1], [0.1, 0.1, 0.2], [0.0, 0.0, 0.0], [0.0, 0.0, 0.0], [0.0, 0.0, 0.0], [0.0, 0.0, 0.0], [0.0, 0.0, 0.0], [0.0, 0.1, 0.0], [0.0, 0.0, 0.0], [0.0, 0.0, 0.0], [0.0, 0.0, 0.0], [0.0, 0.0, 0.0], [0.1, 0.0, 0.0], [0.1, -0.2, -0.1], [0.0, 0.0, 0.0], [-0.1, -0.1, 0.0], [0.1, 0.0, -0.1], [0.0, 0.0, 0.0], [0.0, 0.0, 0.0], [0.0, 0.0, 0.0], [0.1, 0.0, 0.0], [0.0, 0.0, 0.0], [0.0, 0.0, 0.0], [-0.2, 0.1, -0.4], [0.0, 0.0, 0.0], [0.2, 0.0, 0.1], [0.0, 0.0, 0.0], [0.0, 0.0, 0.0], [0.0, 0.0, 0.0], [0.0, 0.0, 0.0], [0.1, 0.0, 0.1], [0.0, 0.0, 0.0]]
}

=====

{
  "formula": "C31H50GaN5OSSi",
  "method": "ωB97M-V/def2-TZVPD",
  "homo_ha": -0.4625,
  "homo_lumo_gap_ev": 8.037,
  "total_charge": 2,
  "elements": ["C", "C", "H", "H", "H", "H", "C", "H", "H", "C", "C", "H", "H", "C", "N", "C", "S", "C", "H", "H", "N", "H", "H", "H", "C", "H", "H", "C", "N", "H", "Si", "H", "C", "H", "Ga", "H", "H", "H", "H", "H", "H", "H", "H", "N", "H", "H", "H", "H", "H", "C", "H", "C", "C", "C", "C", "C", "H", "C", "H", "C", "H", "H", "H", "H", "C", "H", "H", "H", "C", "C", "C", "H", "H", "C", "O", "C", "C", "H", "H", "H", "H", "N", "C", "C", "C", "H", "H", "H", "C", "C"],
  "positions_angstrom": [[8.700, 10.094, 12.326], [8.533, 9.210, 11.228], [11.264, 13.769, 13.664], [8.901, 6.607, 14.811], [10.614, 6.856, 8.617], [7.827, 13.060, 10.659], [8.851, 12.768, 10.424], [11.533, 8.629, 17.291], [9.625, 7.603, 16.703], [7.887, 10.448, 7.640], [9.958, 11.630, 6.877], [13.106, 11.617, 14.299], [8.323, 15.286, 16.412], [9.783, 12.587, 8.105], [11.920, 10.000, 14.901], [12.037, 6.573, 10.800], [12.847, 9.881, 8.795], [14.555, 9.231, 9.015], [11.831, 6.263, 11.820], [7.088, 11.303, 9.517], [8.962, 11.998, 9.147], [14.576, 8.291, 8.435], [10.256, 7.725, 10.911], [10.762, 12.749, 8.531], [7.641, 8.118, 11.406], [13.401, 10.099, 13.491], [8.046, 11.807, 5.943], [13.179, 10.546, 14.444], [13.737, 8.271, 11.246], [12.788, 7.651, 7.862], [9.526, 11.736, 11.933], [7.454, 7.558, 10.467], [7.674, 11.539, 8.649], [6.563, 13.998, 14.974], [11.892, 9.381, 11.273], [10.672, 11.278, 15.877], [9.992, 8.470, 8.815], [7.145, 12.490, 13.486], [8.718, 8.961, 16.230], [9.605, 7.274, 13.254], [10.685, 15.133, 15.607], [10.474, 6.276, 14.451], [6.945, 10.031, 7.373], [11.162, 7.709, 10.446], [8.919, 9.344, 10.252], [10.438, 12.226, 6.068], [12.047, 11.661, 12.316], [13.836, 6.739, 9.677], [14.011, 10.277, 15.123], [9.935, 14.480, 15.121], [9.308, 13.547, 7.795], [12.068, 8.410, 8.153], [14.816, 9.084, 10.499], [11.310, 8.928, 14.312], [11.413, 10.532, 16.175], [8.026, 12.993, 13.902], [8.805, 10.143, 5.743], [9.761, 7.050, 14.326], [12.211, 10.917, 16.801], [13.517, 6.879, 10.700], [9.423, 13.699, 10.270], [8.533, 9.661, 8.131], [11.738, 5.654, 10.278], [14.869, 10.034, 10.964], [9.753, 8.581, 16.281], [7.079, 12.338, 8.071], [6.301, 7.061, 12.578], [10.439, 9.816, 18.009], [10.288, 13.646, 14.041], [10.806, 9.418, 17.056], [7.976, 9.845, 13.513], [8.196, 10.460, 14.376], [10.690, 10.868, 7.146], [10.878, 7.873, 8.967], [11.736, 8.498, 13.160], [6.936, 7.921, 12.552], [7.115, 8.795, 13.633], [15.809, 8.592, 10.640], [13.978, 8.062, 12.234], [11.511, 11.873, 10.627], [14.130, 6.182, 11.313], [10.324, 8.255, 14.934], [9.356, 12.852, 13.410], [8.645, 10.986, 6.390], [8.585, 14.622, 15.533], [15.337, 9.866, 8.647], [6.702, 8.621, 14.597], [11.598, 8.749, 7.273], [11.377, 11.225, 11.556], [7.603, 13.866, 14.862]],
  "forces_ev_per_a": [[-0.7, 0.2, -1.4], [-1.7, -0.6, 2.8], [1.3, -0.3, -0.4], [-0.5, 0.9, 0.1], [0.2, 0.5, -0.2], [-0.1, 0.1, -0.2], [0.9, -0.8, -0.5], [0.4, 0.7, 0.1], [0.1, -0.4, 0.8], [1.3, -0.4, 0.2], [0.1, 0.8, -0.1], [0.1, 0.3, 0.2], [0.4, -0.7, -1.4], [-0.8, -0.2, -0.6], [-0.6, -0.9, 0.4], [-0.8, -1.3, 0.9], [0.8, 0.2, 0.0], [-1.0, -0.8, 0.5], [-0.2, 0.6, 0.4], [-0.5, -0.6, 0.2], [-0.4, -0.6, 0.7], [0.3, 0.5, 0.5], [-0.1, -0.8, 0.2], [0.4, 0.5, 0.0], [1.0, 0.8, -2.5], [0.2, -0.1, -0.4], [0.1, -0.8, -0.1], [0.3, -0.6, 0.0], [0.6, 0.1, -0.5], [0.1, 0.0, 0.2], [1.3, 0.2, -0.1], [0.0, -0.2, 1.0], [-0.1, 1.5, -1.0], [-0.9, 0.1, 0.6], [0.6, -0.2, 0.8], [0.1, 0.3, 0.6], [0.0, 0.4, 0.2], [0.7, -0.4, -0.5], [0.6, 0.4, -0.4], [-0.3, -0.5, 0.6], [-0.4, -0.6, -0.4], [1.1, -0.9, -0.3], [-0.7, -0.6, -0.3], [-0.1, 1.0, -1.0], [0.5, 0.7, -0.7], [-0.3, -0.4, 0.4], [-0.3, -0.2, -0.2], [0.3, 0.5, -0.2], [-0.5, 0.3, -0.1], [-0.9, 0.6, 0.4], [0.5, -0.3, -0.1], [-1.0, -0.5, 0.3], [0.6, -2.6, 0.7], [0.6, 0.2, -0.1], [-0.8, -1.1, 0.3], [-0.7, -0.5, -1.1], [0.1, 0.0, -0.7], [0.6, 0.6, -1.2], [0.3, 0.6, -0.5], [0.2, 0.2, 0.3], [-0.1, -0.2, 0.6], [-0.7, 0.4, -0.6], [0.3, 0.4, -0.5], [0.0, 1.0, 0.5], [0.7, 0.5, -0.4], [0.7, -0.4, 0.9], [-0.5, -0.2, 0.4], [-0.1, 0.0, -0.4], [-0.7, 0.9, 1.0], [-0.7, -1.0, -0.8], [1.2, 0.4, -0.5], [-0.3, 0.2, 0.0], [0.0, -0.2, 0.1], [0.9, -1.6, 0.6], [-0.3, 0.3, 0.3], [-0.1, 0.1, 0.7], [0.3, -0.9, -0.6], [-0.7, 0.3, 0.0], [0.1, 0.9, -0.8], [0.3, -1.1, 0.9], [-0.6, 0.2, -0.5], [-0.8, 0.7, 0.7], [-1.5, -0.2, 0.6], [-0.3, 0.9, 1.8], [0.5, 0.0, 0.7], [0.0, 0.6, -0.5], [-0.7, -0.3, 0.5], [-0.4, 0.2, -1.4], [-0.6, 1.8, -1.0], [2.1, 1.0, 0.5]]
}